The following is a quantum chemistry calculation of 6 unconnected molecules or ions with the total composition C11H35O6, from the OMol25 dataset.

Geometry (Å):
O1 0.73 -0.18 -0.21
H1 1.58 0.39 -0.36
H2 0.34 0.08 0.67
H3 0.37 0.22 -0.83
C1 3.85 1.94 -0.25
O2 3.35 0.65 0.05
H4 3.66 2.54 0.63
H5 3.29 2.15 -1.08
H6 4.81 2.02 -0.30
H7 3.62 0.52 0.78
C2 2.25 -1.21 -3.80
O3 2.56 -0.40 -2.71
H8 1.58 -2.07 -3.69
H9 3.13 -1.59 -4.28
H10 1.87 -0.64 -4.63
H11 3.47 -0.26 -2.70
C3 -1.74 -1.42 -1.60
C4 -1.52 -0.49 -2.76
C5 -2.81 0.03 -3.37
O4 -0.89 0.55 -2.14
H12 -1.90 -0.96 -0.67
H13 -0.98 -2.17 -1.49
H14 -2.48 -2.28 -1.75
H15 -0.87 -1.01 -3.59
H16 -3.47 0.39 -2.53
H17 -3.53 -0.76 -3.73
H18 -2.50 0.78 -4.09
H19 -1.17 1.40 -2.57
C6 -0.97 -2.06 3.89
C7 0.36 -2.04 3.19
C8 0.49 -3.04 2.03
O5 0.65 -0.82 2.68
H20 -1.41 -2.93 4.25
H21 -1.83 -1.66 3.13
H22 -1.01 -1.53 4.72
H23 1.12 -2.40 3.77
H24 1.46 -2.85 1.49
H25 -0.36 -2.92 1.31
H26 0.63 -4.07 2.35
H27 1.06 -0.51 3.48
C9 -1.35 3.71 1.10
C10 -1.22 2.26 1.73
C11 -2.11 1.25 1.20
O6 0.10 1.75 1.65
H28 -2.31 4.04 1.27
H29 -1.22 3.63 0.09
H30 -0.76 4.55 1.60
H31 -1.41 2.41 2.71
H32 -1.96 0.24 1.54
H33 -1.99 1.01 0.23
H34 -3.19 1.60 1.30
H35 0.61 2.14 2.26

Values from the calculation:
**Frontier orbital gap**: 10.879 eV
**F_max**: 16.181 eV/A
**Net charge**: +1
**Relative energy (zero: lowest compared OMol25 entry of this formula, charge and spin)**: 715.9 kJ/mol
**Multiplicity**: 1
**LUMO energy**: -2.36 eV